{"formula": "C14H17FNO8S2", "method": "ωB97M-V/def2-TZVPD", "e_lumo_ha": 0.105, "charge": -1, "energy_ev": -57054.404, "orbital_gap_ha": 0.3274, "e_homo_ev": -6.05, "e_above_lowest_kcal_mol": 0.0, "species": ["O", "S", "O", "F", "N", "S", "O", "O", "C", "C", "C", "C", "C", "C", "H", "H", "H", "H", "H", "O", "C", "O", "C", "C", "C", "H", "H", "H", "H", "H", "H", "O", "C", "O", "C", "C", "C", "H", "H", "H", "H", "H", "H"], "positions_angstrom": [[1.56, 2.04, 3.94], [0.39, 1.86, 3.13], [-0.68, 2.81, 3.20], [0.93, 2.08, 1.66], [0.00, 0.36, 3.07], [-1.07, -0.16, 2.00], [-1.88, 0.86, 1.37], [-1.78, -1.26, 2.60], [-0.03, -0.80, 0.71], [-0.30, -0.48, -0.62], [0.54, -0.98, -1.63], [1.63, -1.77, -1.30], [1.89, -2.10, 0.04], [1.06, -1.61, 1.05], [-1.14, 0.14, -0.86], [0.36, -0.74, -2.66], [2.29, -2.12, -2.07], [2.73, -2.72, 0.31], [1.23, -1.85, 2.09], [2.69, 1.26, -1.72], [3.26, 1.85, -0.85], [4.01, 1.22, 0.08], [4.47, 2.14, 1.08], [4.43, 3.51, 0.40], [3.25, 3.34, -0.56], [3.81, 2.09, 1.94], [5.47, 1.84, 1.38], [4.33, 4.33, 1.10], [5.35, 3.67, -0.17], [2.31, 3.59, -0.09], [3.36, 3.91, -1.49], [-3.21, -3.60, -3.20], [-3.74, -2.97, -2.32], [-3.07, -2.54, -1.24], [-3.98, -1.90, -0.31], [-5.17, -1.48, -1.15], [-5.20, -2.56, -2.23], [-4.24, -2.63, 0.46], [-3.47, -1.07, 0.17], [-6.09, -1.39, -0.58], [-4.97, -0.51, -1.61], [-5.78, -3.44, -1.92], [-5.56, -2.22, -3.19]]}